1.
{
  "formula": "C12H10N2O5Ti",
  "method": "ωB97M-V with the def2-TZVPD basis set",
  "species": ["Ti", "C", "O", "C", "O", "C", "O", "C", "O", "C", "H", "H", "C", "H", "H", "N", "C", "O", "C", "C", "C", "C", "N", "C", "H", "H", "H", "H", "H", "H"],
  "positions_angstrom": [[-0.256, 1.628, -0.637], [-0.166, 2.555, 1.218], [-0.154, 3.126, 2.229], [-0.191, 3.648, -1.460], [-0.151, 4.642, -2.057], [-2.055, 1.371, -1.527], [-3.185, 1.377, -1.879], [1.493, 1.151, -1.553], [2.619, 1.050, -1.894], [-0.256, 0.390, -3.847], [0.666, -0.196, -3.784], [-1.188, -0.175, -3.745], [-0.253, 1.675, -4.191], [-1.179, 2.223, -4.380], [0.671, 2.211, -4.421], [1.418, -2.690, 4.235], [1.621, -1.685, 3.360], [2.541, -0.867, 3.469], [0.665, -1.623, 2.214], [-0.283, -2.608, 1.921], [-1.211, -2.375, 0.913], [-1.232, -1.155, 0.241], [-0.292, -0.215, 0.496], [0.666, -0.422, 1.462], [2.003, -2.722, 5.053], [0.561, -3.188, 4.282], [-0.297, -3.536, 2.498], [-1.959, -3.116, 0.644], [-1.979, -0.893, -0.515], [1.362, 0.422, 1.654]],
  "nbo_charge": [0.679, 0.532, -0.267, 0.540, -0.317, 0.499, -0.297, 0.508, -0.289, -0.410, 0.226, 0.222, -0.336, 0.226, 0.230, -0.773, 0.627, -0.571, -0.119, -0.079, -0.206, 0.061, -0.582, 0.087, 0.436, 0.395, 0.255, 0.267, 0.211, 0.241],
  "total_charge": 2,
  "lumo_ev": [-9.70, -9.64],
  "homo_ev": [-15.86, -15.86],
  "spin_multiplicity": 3,
  "gap_ha": [0.226, 0.229]
}

---

2.
{
  "formula": "C12H10N4ORhS2",
  "method": "ωB97M-V with the def2-TZVPD basis set",
  "species": ["Rh", "S", "C", "C", "N", "C", "S", "C", "N", "C", "C", "O", "N", "C", "C", "C", "C", "C", "C", "N", "H", "H", "H", "H", "H", "H", "H", "H", "H", "H"],
  "positions_angstrom": [[0.398, 0.017, -0.040], [-0.379, -1.823, -0.832], [0.802, -2.558, -1.834], [0.423, -3.741, -2.547], [0.104, -4.680, -3.126], [2.031, -1.987, -1.889], [2.249, -0.571, -0.942], [3.124, -2.484, -2.668], [4.005, -2.862, -3.300], [-1.923, 0.214, 3.697], [-1.057, 0.762, 2.611], [-0.333, -0.013, 1.949], [-1.079, 2.078, 2.387], [-0.244, 2.738, 1.398], [-0.897, 2.734, 0.038], [-1.568, 3.836, -0.453], [-2.194, 3.755, -1.689], [-2.131, 2.567, -2.396], [-1.433, 1.506, -1.855], [-0.825, 1.584, -0.661], [-1.400, -0.608, 4.178], [-2.829, -0.190, 3.242], [-2.198, 0.965, 4.434], [-1.729, 2.637, 2.916], [0.723, 2.228, 1.363], [-0.045, 3.753, 1.735], [-1.594, 4.750, 0.123], [-2.717, 4.610, -2.094], [-2.602, 2.458, -3.361], [-1.338, 0.566, -2.377]],
  "nbo_charge": [0.582, 0.287, -0.269, 0.212, -0.185, -0.321, 0.275, 0.216, -0.198, -0.706, 0.724, -0.685, -0.563, -0.266, 0.209, -0.227, -0.106, -0.229, 0.078, -0.476, 0.271, 0.264, 0.236, 0.425, 0.222, 0.251, 0.242, 0.248, 0.255, 0.234],
  "total_charge": 1,
  "lumo_ev": [-5.13, -5.13],
  "homo_ev": [-12.34, -12.34],
  "spin_multiplicity": 1,
  "gap_ha": [0.265, 0.265]
}

---

3.
{
  "formula": "C12H11AlF6IN4O4Sb",
  "method": "ωB97M-V with the def2-TZVPD basis set",
  "species": ["Al", "O", "C", "O", "C", "C", "C", "C", "C", "N", "C", "O", "O", "H", "H", "H", "H", "H", "C", "C", "N", "H", "H", "H", "F", "Sb", "F", "F", "F", "F", "F", "I", "C", "C", "N", "N", "C", "H", "H", "H"],
  "positions_angstrom": [[0.172, -0.154, -0.135], [-3.465, -1.468, -1.149], [-2.393, -0.815, -0.887], [-1.449, -1.226, -0.192], [-2.269, 0.561, -1.471], [-3.143, 1.291, -2.254], [-2.722, 2.559, -2.655], [-1.467, 3.050, -2.287], [-0.664, 2.237, -1.508], [-1.088, 1.044, -1.120], [0.729, 2.430, -0.954], [1.448, 3.477, -1.135], [1.179, 1.499, -0.269], [-3.479, -2.371, -0.767], [-4.108, 0.897, -2.548], [-3.374, 3.171, -3.265], [-1.157, 4.033, -2.620], [1.058, 4.184, -1.680], [2.461, -2.485, -3.138], [1.588, -1.606, -2.387], [0.901, -0.913, -1.785], [3.208, -2.902, -2.462], [2.962, -1.927, -3.929], [1.881, -3.297, -3.578], [1.243, -1.098, 0.778], [2.448, -2.581, 2.113], [0.906, -2.245, 3.129], [1.446, -3.735, 1.071], [3.322, -3.654, 3.302], [3.567, -2.343, 0.659], [3.012, -0.890, 2.712], [-1.929, 0.333, 5.748], [-0.902, 0.522, 4.061], [0.482, 0.766, 3.957], [0.752, 0.785, 2.677], [-0.354, 0.549, 1.886], [-1.358, 0.406, 2.717], [1.237, 0.885, 4.720], [1.683, 0.816, 2.269], [-2.363, 0.215, 2.376]],
  "lowdin_spin": [0.000, 0.000, 0.000, 0.000, 0.000, 0.000, 0.000, 0.000, 0.000, 0.000, 0.000, 0.000, 0.000, 0.000, 0.000, 0.000, 0.000, 0.000, 0.000, 0.000, 0.000, 0.000, 0.000, 0.000, 0.003, 0.000, 0.001, 0.000, 0.000, 0.000, 0.000, 0.586, 0.163, 0.082, 0.054, 0.050, 0.059, 0.001, 0.000, 0.000],
  "total_charge": 3,
  "lumo_ev": [-10.54, -12.90],
  "homo_ev": [-19.35, -19.89],
  "de_lowest_kcal_mol": 3.3,
  "spin_multiplicity": 2,
  "gap_ha": [0.324, 0.257]
}

---

4.
{
  "formula": "C12H11BBrCl2F4N3O2STc",
  "method": "ωB97M-V with the def2-TZVPD basis set",
  "species": ["Tc", "Br", "C", "C", "C", "C", "C", "N", "C", "O", "O", "H", "H", "H", "S", "C", "N", "C", "C", "C", "N", "H", "H", "H", "H", "C", "H", "H", "F", "B", "F", "F", "F", "Cl", "C", "Cl", "H", "H"],
  "positions_angstrom": [[-0.353, 0.039, -0.141], [-2.614, -0.001, 2.826], [-0.757, -0.075, 3.109], [-0.292, -0.301, 4.397], [1.072, -0.320, 4.608], [1.926, -0.086, 3.540], [1.371, 0.124, 2.297], [0.047, 0.109, 2.076], [2.246, 0.436, 1.107], [3.438, 0.587, 1.222], [1.589, 0.581, -0.014], [-0.997, -0.459, 5.200], [1.464, -0.505, 5.598], [3.001, -0.063, 3.637], [-1.162, 2.026, -0.297], [0.413, 1.031, -2.845], [1.551, 1.656, -2.448], [1.897, 2.874, -2.888], [1.106, 3.493, -3.813], [-0.042, 2.794, -4.212], [-0.381, 1.607, -3.757], [2.028, 1.238, -1.637], [2.799, 3.296, -2.468], [1.346, 4.468, -4.203], [-0.715, 3.232, -4.940], [0.073, -0.234, -2.238], [0.920, -0.918, -2.188], [-0.767, -0.680, -2.763], [-0.877, -2.629, 1.737], [-0.145, -3.152, 0.672], [0.814, -4.036, 1.072], [-0.973, -3.612, -0.327], [0.573, -1.965, 0.081], [-5.361, -0.574, 0.072], [-3.869, 0.149, -0.495], [-2.542, -1.075, -0.482], [-3.544, 0.949, 0.161], [-3.982, 0.474, -1.523]],
  "nbo_charge": [0.842, 0.116, 0.199, -0.251, -0.129, -0.197, 0.112, -0.470, 0.771, -0.586, -0.722, 0.244, 0.231, 0.257, -0.357, 0.538, -0.501, 0.130, -0.326, 0.154, -0.443, 0.482, 0.235, 0.245, 0.209, -0.709, 0.254, 0.256, -0.567, 1.354, -0.537, -0.551, -0.561, 0.008, -0.386, 0.161, 0.260, 0.235],
  "lumo_ev": [-0.96, -0.96],
  "homo_ev": [-7.95, -9.11],
  "de_lowest_kcal_mol": 0.0,
  "spin_multiplicity": 4,
  "gap_ha": [0.257, 0.299]
}

---

5.
{
  "formula": "C12H11Br2N",
  "method": "ωB97M-V with the def2-TZVPD basis set",
  "species": ["C", "C", "C", "C", "C", "C", "C", "C", "C", "C", "C", "C", "N", "Br", "Br", "H", "H", "H", "H", "H", "H", "H", "H", "H", "H", "H"],
  "positions_angstrom": [[0.697, -0.450, -2.670], [1.293, -1.758, -2.612], [0.588, 0.330, -1.486], [1.502, -2.413, -1.409], [0.799, -0.371, -0.276], [0.648, 0.022, 1.043], [1.212, -1.768, -0.252], [0.871, -1.111, 1.846], [0.547, 1.414, 1.513], [-0.771, 2.167, 1.244], [-2.074, 1.351, 1.464], [-2.478, 0.548, 0.250], [1.230, -2.146, 1.043], [-2.606, 1.197, -1.533], [-2.539, -1.357, 0.475], [0.478, 0.152, -3.472], [1.301, -2.455, -3.395], [0.342, 1.376, -1.564], [2.040, -3.327, -1.515], [0.503, 1.384, 2.651], [1.311, 1.837, 0.959], [-0.647, 2.978, 1.949], [-0.742, 2.777, 0.340], [-1.987, 0.592, 2.242], [-2.814, 2.127, 1.746], [1.294, -3.095, 1.420]],
  "nbo_charge": [-0.227, -0.214, -0.196, -0.243, -0.104, -0.184, 0.141, 0.318, -0.427, -0.392, -0.533, -0.161, -0.592, 0.111, 0.087, 0.208, 0.211, 0.219, 0.215, 0.217, 0.226, 0.210, 0.211, 0.244, 0.234, 0.421],
  "lumo_ev": [-0.05, -1.45],
  "homo_ev": [-7.81, -7.55],
  "spin_multiplicity": 1,
  "gap_ha": [0.285, 0.224]
}

---

6.
{
  "formula": "C12H11Cl3F4N2O2Pd",
  "method": "ωB97M-V with the def2-TZVPD basis set",
  "species": ["Pd", "C", "N", "C", "C", "C", "N", "C", "C", "F", "C", "F", "C", "C", "F", "C", "F", "H", "H", "H", "H", "H", "H", "H", "H", "H", "H", "H", "Cl", "C", "Cl", "Cl", "C", "O", "O"],
  "positions_angstrom": [[0.245, -0.069, 0.498], [-0.309, 2.877, 0.812], [0.058, 2.006, -0.310], [-0.818, 2.222, -1.460], [1.482, 2.168, -0.649], [1.982, 1.071, -1.552], [1.527, -0.201, -1.006], [1.997, -1.411, -1.446], [1.467, -2.591, -0.908], [0.512, -2.486, 0.053], [1.864, -3.849, -1.288], [1.287, -4.906, -0.704], [2.834, -4.034, -2.250], [3.373, -2.894, -2.801], [4.324, -3.000, -3.741], [2.982, -1.626, -2.421], [3.575, -0.586, -3.045], [-0.159, 3.932, 0.554], [0.294, 2.629, 1.682], [-1.356, 2.719, 1.062], [-0.718, 3.249, -1.829], [-1.851, 2.051, -1.164], [-0.570, 1.528, -2.258], [2.031, 2.124, 0.289], [1.669, 3.146, -1.112], [3.066, 1.164, -1.589], [1.618, 1.196, -2.576], [3.163, -5.020, -2.546], [-2.551, -1.642, 4.141], [-1.088, -0.668, 4.297], [-1.479, 0.886, 5.080], [0.098, -1.537, 5.264], [-0.522, -0.305, 2.895], [-1.351, -0.120, 1.955], [0.705, -0.165, 2.752]],
  "nbo_charge": [1.066, -0.424, -0.406, -0.424, -0.237, -0.238, -0.609, 0.070, 0.292, -0.329, 0.348, -0.301, -0.382, 0.363, -0.304, 0.248, -0.316, 0.189, 0.225, 0.226, 0.189, 0.221, 0.220, 0.217, 0.196, 0.216, 0.188, 0.251, 0.051, -0.206, 0.024, 0.058, 0.710, -0.700, -0.693],
  "lumo_ev": [-1.27, -1.38],
  "homo_ev": [-7.88, -7.90],
  "spin_multiplicity": 1,
  "gap_ha": [0.243, 0.239]
}